(1)
ORCA calculation (wB97M-V/def2-TZVPD) on a molecular structure, C31H37N4O2SV.

Values from the calculation:
**E_tot**: -79320.5362 eV
**Gap between HOMO and LUMO (alpha / beta)**: 6.52 / 5.99 eV
**Highest occupied orbital energy (alpha / beta)**: -8.67 / -8.14 eV
**Energy above the lowest of the compared OMol25 structures with the same formula, charge and spin**: 0.00 kcal per mole

```
! wB97M-V def2-TZVPD RIJCOSX def2/J DEFGRID3
* xyz 1 2
N -2.12 0.78 1.01
C 0.36 -2.21 -3.60
H 2.75 0.28 -1.27
H -2.62 -1.22 -4.54
H -0.88 -3.65 0.94
H 3.32 -0.41 2.05
H 1.90 0.06 -4.00
H 0.60 -0.10 3.01
H 3.92 3.41 0.21
H 2.79 -1.26 -2.17
H -2.58 2.59 -3.33
O -1.76 1.19 -2.13
H -4.11 -1.11 -3.57
H -1.05 1.73 2.55
C 0.95 0.43 5.07
H -0.15 -3.93 -4.77
C -0.66 -2.03 -1.41
C 1.70 1.73 3.21
C 4.31 2.45 0.49
C 5.62 2.10 0.19
C -2.04 -0.54 1.64
H -2.00 -3.65 -0.93
C -1.96 1.88 1.97
N -0.88 -1.21 -0.32
C -2.47 1.53 -3.09
C -1.13 -3.92 -2.86
H -3.04 0.01 3.45
C 3.98 0.28 1.53
H -3.57 0.09 -0.35
C 2.14 2.50 5.43
H 1.02 -1.81 -4.36
C -2.58 -0.79 2.89
H -1.65 -4.85 -3.02
H -4.36 0.40 -5.52
S 1.82 2.00 1.46
H 0.24 0.69 -3.87
C 3.51 1.53 1.16
C -1.31 -3.25 -1.66
C 5.28 -0.06 1.22
C 6.10 0.85 0.56
H -3.51 1.85 -0.16
H 1.58 1.49 -3.01
N -3.13 0.70 -3.88
H -1.84 -4.08 3.15
H -4.25 0.84 1.11
C 1.17 0.53 -3.33
C -1.91 -3.08 2.73
H 0.44 -0.43 5.46
H 6.26 2.80 -0.32
C -1.38 -2.85 1.47
O 0.99 0.87 0.87
C 2.23 2.69 4.06
H 7.12 0.57 0.33
H 5.67 -1.03 1.50
H 1.41 1.23 7.00
C -3.09 -0.74 -3.68
C -3.45 0.90 0.37
H 2.00 -1.17 -0.57
H 2.72 3.57 3.66
C -1.44 -1.58 0.89
C 0.19 -1.52 -2.41
H -2.52 -0.97 -2.79
V -0.50 0.67 -0.60
H -2.80 1.96 2.66
H 2.55 3.23 6.11
C 2.19 -0.63 -1.50
C 1.04 0.61 3.69
H -3.27 1.78 -5.69
H -4.70 1.89 -4.64
C 1.49 1.37 5.93
C -0.30 -3.41 -3.84
N 0.91 -0.28 -2.13
H -1.89 2.82 1.41
H -2.93 -2.25 4.43
C -3.91 1.24 -5.00
C -2.51 -2.06 3.45
*
```



(2)
ORCA calculation (wB97M-V/def2-TZVPD) on a molecular structure, C29H21ClF3I2N7O5Ru at a distorted geometry.

Values from the calculation:
**E_tot**: -90542.2938 eV
**Gap between HOMO and LUMO (alpha / beta)**: 5.71 / 6.30 eV
**Highest occupied orbital energy (alpha / beta)**: -5.19 / -5.19 eV
**Energy above the lowest of the compared OMol25 structures with the same formula, charge and spin**: 99.81 kcal per mole

```
! wB97M-V def2-TZVPD RIJCOSX def2/J DEFGRID3
* xyz -1 2
H 4.94 0.65 -5.26
H -3.83 0.42 3.91
C 0.40 -2.78 3.42
N -0.61 -3.56 1.38
F 0.88 4.90 2.79
N -1.96 0.35 1.15
C -2.38 0.08 2.36
C -3.51 0.69 2.91
O 1.51 0.06 -1.75
H -0.42 -1.30 -0.93
C -4.20 1.62 2.18
H -0.66 -5.18 0.02
C 2.49 1.70 -3.19
H -3.00 -4.64 -0.73
H -2.37 -2.35 -1.73
H 2.80 4.36 -5.25
C 3.83 -1.37 -0.05
C 1.04 -1.65 2.62
H 1.04 -3.05 4.26
C -2.64 1.23 0.40
C -2.39 -3.90 -0.21
C -2.12 1.45 -0.94
H 1.19 -4.33 2.14
Ru 0.37 0.70 0.38
F -1.22 4.63 3.20
C 4.18 1.29 -4.85
H -1.15 -3.61 -1.96
H 3.62 -0.11 -3.34
H 1.54 3.62 -3.27
N 5.43 -1.14 -2.00
H -0.29 -4.80 3.01
O 0.23 1.66 2.74
I 5.05 3.20 -7.05
H -5.07 2.12 2.59
C -0.03 3.99 3.17
H -1.81 -0.65 2.92
C -4.38 2.88 0.02
H -3.04 -3.30 0.42
F 0.25 3.67 4.44
C -2.77 2.44 -1.68
O -1.16 0.76 -1.38
N 2.56 0.60 0.95
N -0.71 -2.18 -0.50
C 3.93 2.54 -5.37
C -1.33 -4.58 0.66
N 0.46 -1.47 1.31
C 3.15 -0.29 0.47
Cl -5.78 3.74 0.56
C 0.22 -3.98 2.50
H 0.96 -0.70 3.15
N 3.25 -3.70 0.81
C 3.44 0.86 -3.76
C -0.26 -2.40 0.75
C 1.74 1.27 -1.95
C 2.98 3.39 -4.83
H -4.33 3.89 -1.86
C -3.87 3.14 -1.23
O -0.40 2.95 1.06
H 2.11 -1.86 2.50
C -0.06 2.74 2.22
O 1.42 2.18 -1.16
C 3.51 -2.64 0.42
C -1.66 -3.00 -1.20
C -3.77 1.93 0.87
I -1.92 2.82 -3.56
C 2.27 2.96 -3.72
H -1.81 -5.24 1.39
C 4.70 -1.23 -1.11
H -0.57 -2.47 3.80
*
```



(3)
ORCA calculation (wB97M-V/def2-TZVPD) on a molecular structure, C11H15Cl3N3OSY.

Values from the calculation:
**E_tot**: -67609.9197 eV
**Gap between HOMO and LUMO (alpha / beta)**: 6.00 / 7.89 eV
**Highest occupied orbital energy (alpha / beta)**: -9.07 / -10.88 eV
**Energy above the lowest of the compared OMol25 structures with the same formula, charge and spin**: 3.01 kcal per mole

```
! wB97M-V def2-TZVPD RIJCOSX def2/J DEFGRID3
* xyz 1 2
O -1.10 0.73 1.87
Cl -1.77 2.63 4.02
H 1.11 -2.62 -3.05
C -2.88 1.58 3.22
Cl -6.77 0.74 3.36
N 1.13 -1.33 1.81
N -0.20 -1.29 -2.00
C 0.16 2.11 -0.90
C -3.32 -0.08 1.59
C 3.10 -1.01 0.39
H 1.03 -2.84 -1.31
H 3.45 -0.18 1.02
H 0.54 -2.00 2.28
H -5.35 -0.76 1.40
H 2.59 0.50 -0.87
C 1.04 -2.09 -2.10
C -4.21 1.58 3.57
C 2.26 -1.19 -1.95
H -0.22 -0.62 -2.77
H -1.00 -1.90 -2.15
C -5.10 0.73 2.92
H 1.40 -0.66 2.53
H -4.56 2.24 4.35
Cl -2.70 -1.10 0.30
H 3.00 -2.36 2.05
S 0.35 3.61 -1.23
C -4.66 -0.11 1.91
Y -0.12 0.06 0.12
C -2.37 0.74 2.21
H 2.01 -2.85 0.68
H 3.17 -1.79 -2.05
C 2.34 -1.99 1.26
N 2.25 -0.43 -0.68
H 3.99 -1.50 -0.02
H 2.26 -0.47 -2.77
*
```



(4)
ORCA calculation (wB97M-V/def2-TZVPD) on a single C7H7ClO2 molecule at a distorted geometry.

Values from the calculation:
**E_tot**: -23989.1125 eV
**Gap between HOMO and LUMO**: 9.47 eV
**SMILES**: OC(O)(Cl)c1ccccc1
**Highest occupied orbital energy**: -9.18 eV
**Energy above the lowest of the compared OMol25 structures with the same formula, charge and spin**: 16.29 kcal per mole

```
! wB97M-V def2-TZVPD RIJCOSX def2/J DEFGRID3
* xyz 0 1
C 2.35 0.21 -0.78
C 0.49 -1.12 -0.23
H -0.18 -1.95 -0.03
H 3.28 0.25 -1.27
Cl -2.62 0.43 -1.27
H -0.04 2.12 0.67
C -0.25 0.04 0.05
C 1.78 -1.00 -0.69
C 0.44 1.29 0.15
H 2.35 2.24 -0.19
O -2.04 0.66 1.38
C -1.70 -0.12 0.38
O -1.99 -1.41 0.59
H 2.18 -1.86 -1.20
H -2.91 0.58 1.82
H -2.89 -1.72 0.85
C 1.77 1.34 -0.25
*
```



(5)
ORCA calculation (wB97M-V/def2-TZVPD) on a gas-phase ion, C2H8N4O (charge +2) at a distorted geometry.

Values from the calculation:
**E_tot**: -10187.5547 eV
**Gap between HOMO and LUMO (alpha / beta)**: 7.81 / 7.81 eV
**Highest occupied orbital energy (alpha / beta)**: -20.89 / -20.90 eV
**Energy above the lowest of the compared OMol25 structures with the same formula, charge and spin**: 120.77 kcal per mole

```
! wB97M-V def2-TZVPD RIJCOSX def2/J DEFGRID3
* xyz 2 1
H 0.31 2.83 -0.44
N 0.20 0.55 -0.81
N 1.21 -0.07 -0.28
H -1.68 -0.12 0.70
C -0.20 1.81 -0.19
H -0.20 1.66 0.92
H 2.02 -0.19 -0.97
N -1.13 -0.80 0.16
O 2.01 -1.42 1.39
H 0.13 0.60 -1.79
H -0.35 -2.72 0.78
H -1.83 -1.25 -0.46
C 1.08 -1.11 0.70
N -0.26 -1.64 0.71
H -1.31 1.85 -0.43
*
```



(6)
ORCA calculation (wB97M-V/def2-TZVPD) on a molecular structure, C4H2BrNO at a distorted geometry.

Values from the calculation:
**E_tot**: -77753.8607 eV
**Gap between HOMO and LUMO (alpha / beta)**: 6.19 / 6.20 eV
**Highest occupied orbital energy (alpha / beta)**: -8.85 / -8.86 eV
**Energy above the lowest of the compared OMol25 structures with the same formula, charge and spin**: 107.11 kcal per mole

```
! wB97M-V def2-TZVPD RIJCOSX def2/J DEFGRID3
* xyz 0 1
C 0.75 1.11 0.23
N 1.70 1.07 0.90
H -0.57 1.16 -1.48
H -1.16 1.77 0.25
C -0.55 -1.70 -0.47
O -1.54 -1.89 -1.13
C 0.25 -1.56 0.48
Br 1.55 -1.19 1.65
C -0.44 1.21 -0.43
*
```